# 1
C24H45NP2SiW as an isolated structure. Source: the Open Molecules 2025 dataset; level of theory: ωB97M-V/def2-TZVPD.

Properties
HOMO (spin up / spin down)   -13.0 / -12.9 eV
Relative energy (zero: lowest compared OMol25 entry of this formula, charge and spin)   0.0 kJ/mol
Lowest unoccupied orbital energy (spin up / spin down)   -0.2465 / -0.3468 Ha
M   621.505 g mol⁻¹
DFT total energy   -55369.956 eV
Gap between HOMO and LUMO (spin up / spin down)   6.296 / 3.469 eV

The geometry in ORCA input format:
```
! RIJCOSX wB97M-V def2-TZVPD def2/J DEFGRID3
* xyz 2 3
H 2.2168 2.1979 -4.7201
P 0.1913 -1.9745 -4.4550
C -0.1756 -1.0994 -6.0827
H 2.5406 -2.0385 -5.1649
Si -1.6565 1.0349 4.1185
H -0.9149 0.1994 -1.5804
C -0.7155 0.9469 0.4507
H 1.3971 0.3826 -6.3073
C 3.6101 1.5594 5.3851
H -1.2832 -2.9217 1.1530
C 3.5836 0.8250 4.1949
H -1.9569 -3.0729 -4.7382
C 1.2003 -1.2276 -0.7232
H 4.4871 0.4307 3.7555
H -0.7351 -3.8286 -5.8025
H 0.2926 -1.6539 -6.9076
H -1.2586 -1.1359 -6.2627
C -0.9156 -3.4048 -4.8056
H -2.8162 -0.8236 2.8351
C 0.1251 -2.1628 3.2636
H -1.0868 0.6703 6.5327
H 2.4529 2.6302 6.8652
W -0.0571 -0.5531 1.8223
C 1.6189 0.2452 -0.4023
H -1.4044 2.4719 -5.7709
H -0.1935 0.9368 -6.8066
C 1.1585 1.0704 4.0976
C -1.5019 1.9507 -4.8090
C 2.4257 2.0596 5.9334
H 1.5761 -3.2397 -6.0641
C -2.9229 0.2600 2.9806
H -2.3924 0.6815 -0.7920
H -1.9796 -1.8394 -1.2395
H 2.1390 -1.7492 -0.9777
H -2.3127 1.2182 -4.8798
C -1.9315 2.8776 4.1965
C 1.1957 1.8335 5.2933
C 0.7309 0.9932 0.5424
H 1.0601 3.2597 -3.8692
H 0.6078 -1.2571 -1.6484
H 2.6429 0.2237 -0.0041
H -0.7294 -4.1724 -4.0475
C -1.8153 0.2682 5.8164
H -2.8207 0.4655 6.2215
H -1.7384 2.6795 -4.0270
C 2.3539 0.5845 3.5464
C -0.8731 -2.0905 0.5683
H -3.8804 0.4248 3.5048
P 0.0769 1.1000 -4.3508
H 0.9314 3.0317 -5.6374
H -2.9994 0.7561 2.0049
C 1.1773 2.5409 -4.6863
H 2.0371 -3.5545 -4.3685
C 0.3292 0.3318 -6.0533
H -1.2807 1.7399 0.9646
N -0.0347 0.6997 3.4481
H -0.8424 -2.2935 3.7765
H 4.5666 1.7421 5.8836
C -1.8270 -1.3154 -0.2821
C 1.7390 -2.7791 -5.0808
C -1.4350 0.1613 -0.6119
H -2.8177 -1.3176 0.1914
H 0.2789 2.2355 5.7365
H 1.7098 0.7842 -1.3613
H -1.8462 3.3241 3.1965
H 2.3205 -0.0243 2.6276
H 1.1867 -2.7636 0.8896
H 0.4208 -3.1168 2.8070
H 0.8760 -1.8867 4.0218
H -1.6798 -0.8210 5.7755
H -2.9456 3.0850 4.5744
H 1.1822 1.8230 1.1067
H -1.2237 3.3958 4.8568
C 0.5608 -2.0146 0.3816
*
```

---

# 2
C4H10S3 as an isolated structure. Source: the Open Molecules 2025 dataset; level of theory: ωB97M-V/def2-TZVPD.

Properties
HOMO   -8.6 eV
Relative energy (zero: lowest compared OMol25 entry of this formula, charge and spin)   239.6 kJ/mol
Lowest unoccupied orbital energy   0.0222 Ha
M   154.325 g mol⁻¹
DFT total energy   -36813.549 eV
Gap between HOMO and LUMO   9.243 eV

The geometry in ORCA input format:
```
! RIJCOSX wB97M-V def2-TZVPD def2/J DEFGRID3
* xyz 0 1
S 3.1260 -0.5715 1.1161
H 1.3349 -0.0839 -0.3535
H 4.5384 -0.6669 -1.4628
S 2.5885 1.9522 -0.1910
H -1.2542 -0.5899 2.7495
H -0.9406 -1.4435 0.3351
S 3.1352 -0.7095 -1.6590
H 4.3727 0.0526 0.9714
H -1.7889 -0.0064 -1.3790
C -2.0219 0.3168 -0.3729
H -3.0696 0.2170 -0.3550
C -1.6169 -0.0799 1.8883
H -1.9120 0.9312 1.9314
H -1.9115 1.3328 -0.0917
C -1.3796 -0.5348 0.6853
C 2.4430 0.2080 -0.2755
H 2.4697 2.2689 -1.4661
*
```

---

# 3
C28H42BrN3P2Tc as an isolated structure. Source: the Open Molecules 2025 dataset; level of theory: ωB97M-V/def2-TZVPD.

Properties
HOMO (spin up / spin down)   -19.4 / -19.3 eV
Lowest unoccupied orbital energy (spin up / spin down)   -0.5016 / -0.5349 Ha
M   660.517 g mol⁻¹
DFT total energy   -124959.672 eV
Gap between HOMO and LUMO (spin up / spin down)   5.772 / 4.718 eV

The geometry in ORCA input format:
```
! RIJCOSX wB97M-V def2-TZVPD def2/J DEFGRID3
* xyz 4 4
H 1.2163 -0.8735 -1.8851
N 3.6719 5.4241 -2.7067
H -4.4712 2.7733 0.2920
H 0.2437 -3.2927 5.7796
C -2.8623 -2.8831 -0.1530
H 1.5779 0.6828 2.4638
H 0.5881 0.7233 -1.4680
H 1.1239 -2.9545 0.4039
C 3.5211 0.4018 1.5588
Tc -1.0267 -0.6903 1.2443
C 3.1363 -2.4067 -0.1731
C 2.0181 0.6583 1.4567
C -2.3101 0.7147 1.9694
H -3.0139 -2.6368 0.9148
H -3.2685 0.2315 -1.3962
C 1.8691 -2.1839 0.6492
H 2.7284 4.4893 -4.3150
C -3.1410 -0.7600 -3.3233
H -0.4683 -4.1436 -3.3479
C -1.2032 2.7635 1.2214
C -1.2448 -3.7306 -2.6900
C -3.2575 1.0655 0.9587
C -0.1308 -2.4762 3.7387
C 3.8059 5.5649 -1.3881
H -2.2811 -3.8186 -0.1771
H 2.0847 -2.3166 1.7178
H -1.7030 0.3928 -2.1934
H 0.1811 -0.8056 6.4427
P 1.0566 -0.5393 0.4826
C 1.8861 4.1478 -1.0079
C -1.1149 1.4720 1.9111
H -4.0899 -3.4899 -1.8679
H -1.5011 -4.4939 -1.9483
C 2.7364 0.6154 -1.6345
H 2.8761 1.6110 -1.1968
Br -4.6569 -0.1966 0.6199
H -3.8085 -1.6202 -3.1867
H 2.9894 -2.2666 -1.2478
H 4.0422 0.5088 0.5989
C -2.4906 3.3278 1.0773
C -0.6935 -2.4641 -2.0436
C 2.9952 4.8492 -0.4993
C -0.2616 -0.3884 4.4108
C -2.5301 -0.3113 -2.0004
H 3.7523 -0.5753 1.9993
H 3.4738 -3.4392 -0.0429
H 1.1164 3.2204 -2.8610
C -0.0907 3.4671 0.6597
N -0.4537 -1.1649 3.3309
H -0.2106 0.6850 4.4153
C 0.0624 -2.4795 5.0940
C -3.5173 2.4339 0.7119
C -4.2038 -3.0519 -0.8657
H -0.0293 -3.2897 3.0264
H 2.7387 0.7648 -2.7231
H 0.2464 -2.7053 -1.5277
C 2.7600 4.5897 -3.2193
H 4.5382 6.2858 -1.0076
H -2.6598 4.4110 1.2306
H -0.4343 -1.7375 -2.8269
H -2.3711 -1.0200 -4.0628
H -3.7127 0.0820 -3.7418
H -2.1263 -3.5164 -3.3060
H 3.9652 -1.7755 0.1601
H 3.1399 4.9586 0.5687
H 3.6025 -0.0227 -1.4192
H -2.4256 -0.1717 2.6409
H 3.9496 1.1603 2.2256
H -4.7374 -2.0922 -0.9293
C 1.8516 3.8882 -2.4035
H 1.7877 1.6413 1.0174
H -4.8227 -3.7278 -0.2597
H -0.4258 1.4787 2.7618
N -0.0187 -1.1542 5.5081
P -1.7931 -1.5699 -0.8710
C 0.8394 3.7516 -0.0985
C 1.3901 0.0004 -1.2473
*
```

---

# 4
A 3-piece molecular cluster, C4H11NO4S overall. Source: the Open Molecules 2025 dataset; level of theory: ωB97M-V/def2-TZVPD.

Properties
HOMO   0.1 eV
Relative energy (zero: lowest compared OMol25 entry of this formula, charge and spin)   208.9 kJ/mol
Lowest unoccupied orbital energy   0.2178 Ha
M   169.202 g mol⁻¹
DFT total energy   -24841.229 eV
Gap between HOMO and LUMO   5.825 eV

The geometry in ORCA input format:
```
! RIJCOSX wB97M-V def2-TZVPD def2/J DEFGRID3
* xyz -2 1
C 0.5119 -0.1348 0.5653
S 0.4099 1.7902 -3.1225
H 2.9998 -1.2935 0.9176
H -3.0962 1.0789 1.1029
H -0.8421 0.8321 -0.8274
O -3.5543 0.7391 1.8774
H 0.1474 -1.2930 2.2002
O 3.6233 -1.1031 0.2208
N -0.2368 -0.9110 1.3480
C 1.0515 0.7611 -1.8242
H 3.2857 -0.2296 -0.0345
O 1.4470 0.5618 1.0293
C -1.7381 -1.6692 1.1834
H 1.8374 0.1027 -2.2432
H 1.6641 1.4103 -1.1418
H -3.0126 0.0437 2.2946
O -2.0727 -1.9347 2.4013
H -0.4310 -0.7671 -1.2664
H -2.2999 -0.9192 0.6040
H -1.4546 -2.5274 0.5190
C 0.0026 0.1412 -0.8458
*
```

---

# 5
C27H31N2P3V as an isolated structure. Source: the Open Molecules 2025 dataset; level of theory: ωB97M-V/def2-TZVPD.

Properties
HOMO (spin up / spin down)   -14.1 / -13.6 eV
Relative energy (zero: lowest compared OMol25 entry of this formula, charge and spin)   5.0 kJ/mol
Lowest unoccupied orbital energy (spin up / spin down)   -0.2240 / -0.2181 Ha
M   527.425 g mol⁻¹
DFT total energy   -85024.106 eV
Gap between HOMO and LUMO (spin up / spin down)   8.030 / 7.636 eV

The geometry in ORCA input format:
```
! RIJCOSX wB97M-V def2-TZVPD def2/J DEFGRID3
* xyz 2 2
H 7.4863 -1.1008 -1.5615
C 2.0216 -1.7193 2.2555
H 2.0550 1.5950 3.0103
N 2.4719 1.9986 0.5320
H -3.6841 -0.4511 -3.1416
H 2.3314 4.6246 0.8313
C 4.0002 -0.1657 -0.2171
C 1.3898 4.1075 0.9578
H -4.2440 -0.3661 -0.2469
H 3.5101 0.2852 -2.2764
C 1.7782 -2.2283 3.5229
H 3.3522 2.4886 0.4826
H -3.3894 1.4395 -2.1598
V 0.1016 -0.0782 0.5341
C 1.7314 0.0137 4.4092
C 1.6300 -1.3603 4.5965
C -2.9671 -1.2566 -3.0520
H 1.9181 -2.0367 -2.1950
H 0.2796 5.8499 1.4459
P 2.3760 0.2985 0.3448
C -2.0076 -1.2530 -2.0403
H -1.8653 4.5638 1.7685
C -3.3254 -0.2816 0.3360
C 2.1178 -0.3340 2.0464
H -2.5125 2.3918 -0.9657
H 5.7459 -0.2963 -3.1203
H -0.3675 -4.6103 -0.2516
H -3.4611 0.5127 1.0700
H 1.6308 0.6841 5.2522
H -3.7582 -2.2930 -4.7479
C 5.5288 -0.3850 -2.0645
P -1.9258 0.0605 -0.7931
C -3.0149 -2.2993 -3.9618
C 1.3361 2.7158 0.7848
C 6.2380 -0.9534 0.1721
H -0.4650 -4.1847 -2.7970
C -2.1118 -3.3518 -3.8634
H 1.7234 -3.2981 3.6766
C 6.5067 -0.8372 -1.1850
N 0.1817 2.0156 0.8999
C -1.1588 -3.3549 -2.8596
C 4.2725 -0.0560 -1.5844
H -2.1526 -4.1681 -4.5722
C -0.3059 -3.7363 0.3971
H 2.4999 -2.8101 -0.7208
H -3.1739 -1.2258 0.8592
H -1.2691 -3.5965 0.8871
H 7.0045 -1.3028 0.8504
P 0.1247 -2.2758 -0.6050
H 2.1958 -2.4072 1.4378
H -1.8373 2.1482 1.3686
H -1.6777 1.8286 -2.4170
C 1.6713 -2.7721 -1.4295
C -1.0966 -2.3029 -1.9466
H 1.5835 -3.7520 -1.8987
C -2.4254 1.5653 -1.6699
H 0.4481 -3.9195 1.1613
C -0.9506 4.0710 1.4739
C 4.9847 -0.6145 0.6625
H 4.7810 -0.6972 1.7228
H 1.4454 -1.7562 5.5867
C -0.9334 2.7312 1.2529
C 1.9706 0.5252 3.1445
C 0.2506 4.7775 1.2998
*
```